*P*
2 unconnected molecules or ions with the total composition C5H13N. Source: the OMol25 dataset; level of theory: ωB97M-V with the def2-TZVPD basis set.

- HOMO level (eV) = -8.42
- SMILES string = C=CC.CNC
- spin multiplicity = 1

CARTESIAN COORDINATES (ANGSTROEM)
N: 0.664 -2.747 0.858
C: 1.376 -1.885 1.731
C: -0.911 2.494 -0.467
C: -0.361 3.757 -0.203
C: -2.263 2.467 -1.323
C: 1.249 -3.235 -0.336
H: 1.257 -2.081 2.835
H: 1.901 -4.081 -0.093
H: -0.345 -2.513 0.861
H: -2.709 3.387 -1.567
H: -0.567 4.545 -0.922
H: 1.832 -2.566 -0.988
H: -0.747 1.468 -0.141
H: 2.527 -1.980 1.727
H: 0.167 3.933 0.677
H: 1.321 -0.744 1.498
H: 0.455 -3.781 -0.824
H: -1.913 1.919 -2.290
H: -2.933 1.645 -1.033

*Q*
A single C5H13N molecule. Source: the OMol25 dataset; level of theory: ωB97M-V with the def2-TZVPD basis set.

- HOMO level (eV) = -7.86
- SMILES string = CCCN(C)C
- spin multiplicity = 1

CARTESIAN COORDINATES (ANGSTROEM)
N: 0.059 -0.750 0.716
C: 0.412 0.515 -1.283
C: 0.745 -0.363 2.024
C: -0.873 -1.882 0.673
C: 0.150 1.748 -2.099
C: -0.448 0.416 0.040
H: -1.945 -1.755 0.513
H: 0.443 -0.597 -1.654
H: -0.863 1.793 -2.494
H: 0.366 2.662 -1.688
H: 0.878 1.626 -2.815
H: 1.411 0.384 1.913
H: -1.494 0.464 -0.239
H: -0.418 -2.550 -0.118
H: 1.471 0.700 -0.880
H: -0.121 1.339 0.618
H: 0.971 -1.246 2.629
H: -0.720 -2.539 1.506
H: -0.023 0.034 2.636

So which one is most stable? That would be *Q*, about 0.783 eV below the next structure.

*P*
2 unconnected molecules or ions with the total composition C10H10N2. Source: the OMol25 dataset; level of theory: ωB97M-V with the def2-TZVPD basis set.

- HOMO level (eV) = -9.43
- SMILES string = c1ccncc1.c1ccncc1
- spin multiplicity = 1

CARTESIAN COORDINATES (ANGSTROEM)
N: 4.154 -0.610 0.014
N: -1.841 -1.463 -0.048
C: -2.134 -0.863 1.126
C: 2.705 1.349 0.003
C: -2.720 0.434 -1.212
C: 1.510 0.556 -0.125
C: 3.927 0.656 0.117
C: 2.911 -1.383 0.100
C: -2.222 -0.816 -1.233
C: -3.012 1.044 0.050
C: -3.016 0.307 1.342
C: 1.660 -0.902 0.000
H: -2.059 -1.341 2.053
H: -3.101 0.564 2.281
H: 0.452 1.027 -0.327
H: 3.105 -2.430 -0.397
H: 2.430 2.365 0.064
H: -2.031 -1.455 -2.037
H: 4.757 1.272 0.307
H: -3.394 2.046 -0.018
H: -2.828 1.049 -2.080
H: 0.747 -1.406 0.019

*Q*
A single C10H10N2 molecule. Source: the OMol25 dataset; level of theory: ωB97M-V with the def2-TZVPD basis set.

- HOMO level (eV) = -8.32
- SMILES string = Cn1ccnc1-c1ccccc1
- spin multiplicity = 1

CARTESIAN COORDINATES (ANGSTROEM)
N: -1.722 0.608 0.224
N: -1.584 -1.447 -0.582
C: 3.397 0.068 0.014
C: -2.964 -1.070 -0.416
C: 1.281 -1.071 0.759
C: 2.718 -0.859 0.823
C: -0.853 -0.413 -0.195
C: -2.991 0.233 0.087
C: -1.313 1.924 0.839
C: 1.283 0.684 -0.965
C: 2.621 0.804 -0.904
C: 0.565 -0.257 -0.099
H: -0.572 1.830 1.332
H: 0.576 1.500 -1.554
H: -3.760 -1.577 -0.496
H: 3.210 -1.610 1.629
H: -1.308 2.655 0.062
H: -1.949 2.424 1.541
H: 0.903 -1.757 1.465
H: 4.448 0.051 0.102
H: 3.022 1.507 -1.511
H: -3.889 0.592 0.282

So which one is most stable? That would be *Q*, about 0.317 eV below the next structure.

*P*
A single C10H10N2 molecule. Source: the OMol25 dataset; level of theory: ωB97M-V with the def2-TZVPD basis set.

- HOMO level (eV) = -8.33
- SMILES string = Cn1ccnc1-c1ccccc1
- spin multiplicity = 1

CARTESIAN COORDINATES (ANGSTROEM)
N: 1.781 0.807 0.870
N: -0.087 -0.006 1.881
C: -1.124 -0.459 -3.177
C: 0.068 -0.017 -0.554
C: 1.996 0.886 2.279
C: 0.001 1.011 -1.610
C: 0.613 0.239 0.680
C: 0.884 0.342 2.856
C: -0.585 -1.205 -0.927
C: -0.579 0.781 -2.887
C: -1.020 -1.495 -2.169
C: -1.356 -0.556 2.109
H: -1.506 -2.367 -2.364
H: -1.534 -1.637 2.375
H: 0.716 0.074 3.766
H: 0.572 1.825 -1.298
H: -2.024 -0.450 1.037
H: 2.843 1.228 2.693
H: -0.548 -2.022 -0.269
H: -1.550 -0.718 -4.167
H: -0.448 1.407 -3.730
H: -1.769 -0.107 3.083

*Q*
A single C10H10N2 molecule. Source: the OMol25 dataset; level of theory: ωB97M-V with the def2-TZVPD basis set.

- HOMO level (eV) = -8.45
- SMILES string = Cn1ccnc1-c1ccccc1
- spin multiplicity = 1

CARTESIAN COORDINATES (ANGSTROEM)
N: 1.413 -0.295 1.181
N: 0.627 1.679 1.642
C: -1.823 0.252 0.055
C: 1.604 -1.592 0.623
C: 2.225 0.187 2.187
C: -2.768 0.011 -0.967
C: 0.559 0.635 0.855
C: -0.100 0.332 -1.555
C: -1.023 0.220 -2.620
C: 1.621 1.429 2.434
C: -0.471 0.384 -0.254
C: -2.332 0.015 -2.308
H: 1.747 -1.640 -0.634
H: 1.745 2.146 3.180
H: -2.329 0.338 1.051
H: 2.397 -2.062 1.079
H: -0.746 0.038 -3.552
H: -3.200 0.042 -3.212
H: 0.607 -2.298 0.846
H: 0.918 0.449 -1.836
H: 2.965 -0.263 2.694
H: -3.635 -0.007 -0.891

So which one is most stable? That would be *P*, about 1.141 eV below the next structure.

*P*
2 unconnected molecules or ions with the total composition CH4ClN2OS. Source: the OMol25 dataset; level of theory: ωB97M-V with the def2-TZVPD basis set.

- HOMO level (spin up / spin down) (eV) = -15.43 / -15.28
- net charge = +1
- spin multiplicity = 1

CARTESIAN COORDINATES (ANGSTROEM)
Cl: 0.537 2.219 -1.380
S: -0.908 1.749 0.062
O: -2.014 1.176 -0.610
N: 0.723 -0.221 1.421
N: 0.248 -1.553 -0.979
C: 0.184 0.225 0.398
H: 0.977 -1.189 1.404
H: -0.779 -1.906 -1.003
H: 0.868 0.237 2.292
H: 0.163 -0.738 -1.605

*Q*
2 unconnected molecules or ions with the total composition CH4ClN2OS. Source: the OMol25 dataset; level of theory: ωB97M-V with the def2-TZVPD basis set.

- HOMO level (spin up / spin down) (eV) = -13.83 / -14.42
- net charge = +1
- spin multiplicity = 1

CARTESIAN COORDINATES (ANGSTROEM)
Cl: -2.399 -0.210 -2.617
S: -3.354 0.909 -1.415
O: -0.507 0.049 -0.579
N: 0.207 0.279 1.556
N: 1.487 -0.685 -0.205
C: 0.395 -0.120 0.234
H: 1.033 0.602 2.120
H: 1.557 -0.985 -1.092
H: -0.750 0.778 1.689
H: 2.332 -0.616 0.310

So which one is most stable? That would be *Q*, about 2.804 eV below the next structure.

*P*
2 unconnected molecules or ions with the total composition C3HF3O. Source: the OMol25 dataset; level of theory: ωB97M-V with the def2-TZVPD basis set.

- HOMO level (eV) = -9.89
- SMILES string = FC#CF.O=CF
- spin multiplicity = 1

CARTESIAN COORDINATES (ANGSTROEM)
F: 3.073 1.634 -0.509
F: -1.027 0.049 0.840
F: 3.510 -1.941 0.459
O: 1.140 0.567 1.330
C: -0.037 0.865 1.292
C: 3.190 0.374 -0.277
C: 3.201 -0.715 0.220
H: -0.266 1.848 1.640

*Q*
A molecular structure, C3HF3O. Source: the OMol25 dataset; level of theory: ωB97M-V with the def2-TZVPD basis set.

- HOMO level (eV) = -11.10
- spin multiplicity = 1

CARTESIAN COORDINATES (ANGSTROEM)
F: 0.548 1.861 0.715
F: 0.422 -1.249 -1.748
F: -0.852 1.329 -0.848
O: -1.478 -0.998 1.233
C: -0.634 -0.426 0.645
C: -0.081 0.838 0.099
C: 0.559 -0.551 -0.196
H: 1.515 -0.804 0.099

So which one is most stable? That would be *Q*, about 0.310 eV below the next structure.